{"formula": "C22H29FN2O4S", "method": "wB97M-V/def2-TZVPD", "homo_lumo_gap_ev": 8.32, "homo_ev": -7.65, "de_lowest_kcal_mol": 38.5, "fmax_ev_per_a": 1.1, "smiles": "COc1ccc(CCN(C)[C@@H]2CCCN(S(=O)(=O)c3ccccc3F)C2)cc1OC", "e_lumo_ev": 0.671, "symbols": ["C", "O", "C", "C", "C", "C", "C", "C", "N", "C", "C", "C", "C", "C", "N", "S", "O", "O", "C", "C", "C", "C", "C", "C", "F", "C", "C", "C", "O", "C", "H", "H", "H", "H", "H", "H", "H", "H", "H", "H", "H", "H", "H", "H", "H", "H", "H", "H", "H", "H", "H", "H", "H", "H", "H", "H", "H", "H", "H"], "coordinates": [[-2.8573, 0.3542, -3.6950], [-1.4724, 0.5219, -3.5061], [-1.0681, 1.3089, -2.4654], [-1.8968, 2.1446, -1.7399], [-1.3962, 2.8943, -0.6894], [-0.0603, 2.8246, -0.3406], [0.4652, 3.6290, 0.8101], [-0.0781, 3.1636, 2.1829], [0.4349, 1.9360, 2.7291], [1.8585, 1.9073, 2.9420], [-0.2373, 0.6819, 2.4492], [-0.5409, -0.0179, 3.7874], [-1.2595, -1.3432, 3.5646], [-0.4000, -2.2342, 2.6751], [-0.1108, -1.5778, 1.4202], [-1.1487, -1.8409, 0.1577], [-2.1242, -2.8211, 0.5371], [-1.6171, -0.6035, -0.3995], [-0.0721, -2.6120, -1.0641], [-0.1516, -2.2440, -2.3939], [0.6484, -2.8652, -3.3398], [1.5252, -3.8665, -2.9573], [1.6039, -4.2550, -1.6298], [0.7975, -3.6235, -0.6988], [0.8795, -4.0122, 0.5881], [0.5288, -0.2874, 1.5224], [0.7807, 1.9962, -1.0788], [0.2988, 1.2415, -2.1331], [1.0591, 0.3997, -2.9021], [2.4001, 0.2025, -2.5435], [-3.3331, 1.2793, -4.0380], [-2.9603, -0.4061, -4.4687], [-3.3389, 0.0107, -2.7743], [-2.9459, 2.2113, -1.9760], [-2.0631, 3.5404, -0.1376], [0.1586, 4.6706, 0.6851], [1.5551, 3.6022, 0.8263], [0.1556, 3.9537, 2.9094], [-1.1640, 3.0773, 2.1226], [2.1121, 1.0941, 3.6207], [2.1539, 2.8445, 3.4159], [2.4512, 1.7871, 2.0228], [-1.1867, 0.9054, 1.9519], [-1.1443, 0.6521, 4.4015], [0.3963, -0.2017, 4.3170], [-1.4502, -1.8406, 4.5170], [-2.2149, -1.1724, 3.0644], [-0.9148, -3.1626, 2.4338], [0.5521, -2.4684, 3.1633], [-0.8275, -1.4549, -2.6744], [0.5839, -2.5588, -4.3716], [2.1498, -4.3537, -3.6908], [2.2725, -5.0379, -1.3078], [0.5771, 0.1294, 0.5153], [1.5433, -0.4543, 1.8999], [1.8269, 1.9527, -0.8140], [2.9835, 1.1266, -2.6238], [2.7896, -0.5285, -3.2509], [2.4932, -0.1992, -1.5276]], "forces_ev_per_angstrom": [[-0.24, -0.01, -0.03], [0.37, 0.08, 0.16], [0.16, 0.10, -0.12], [0.00, -0.16, -0.27], [0.18, 0.00, 0.12], [-0.05, 0.04, -0.04], [-0.25, -0.11, 0.31], [0.17, 0.29, -0.10], [0.09, -0.03, -0.23], [-0.13, -0.01, -0.01], [0.00, -0.30, 0.38], [-0.33, -0.05, -0.34], [0.35, -0.05, 0.06], [-0.47, -0.44, 0.30], [-0.85, -0.15, -0.71], [0.43, -0.35, -0.22], [0.21, -0.10, 0.24], [0.30, -0.02, 0.09], [-0.41, 0.27, 0.55], [-0.03, 0.03, -0.03], [-0.05, 0.00, 0.00], [-0.07, 0.05, 0.02], [-0.11, 0.08, 0.25], [0.32, -0.28, 0.00], [-0.01, -0.07, -0.19], [0.05, 0.67, -0.23], [0.07, -0.06, -0.15], [-0.02, -0.15, -0.30], [-0.55, 0.32, 0.04], [0.27, -0.03, 0.06], [0.01, -0.05, 0.03], [-0.05, 0.06, 0.05], [-0.01, 0.02, -0.03], [-0.11, -0.04, -0.07], [-0.09, 0.08, 0.06], [0.10, 0.05, 0.01], [0.06, 0.08, -0.02], [-0.11, 0.03, -0.06], [-0.04, 0.07, 0.03], [0.12, -0.04, 0.04], [0.11, 0.01, 0.02], [0.08, 0.00, 0.03], [0.04, 0.01, 0.01], [0.07, 0.05, 0.00], [0.10, 0.03, 0.08], [-0.07, -0.04, 0.00], [-0.09, -0.04, 0.03], [0.14, -0.04, 0.23], [-0.01, -0.01, -0.04], [-0.05, 0.12, -0.09], [-0.01, 0.05, -0.11], [0.05, -0.04, -0.06], [0.05, -0.06, 0.07], [0.23, 0.11, 0.14], [-0.01, 0.03, -0.05], [0.11, -0.03, -0.01], [-0.03, -0.04, 0.03], [0.02, 0.04, 0.07], [-0.01, 0.03, -0.02]]}